# 1
Formula: CH4OS2
Source: OMol25
Level of theory: ωB97M-V/def2-TZVPD

```
! wB97M-V def2-TZVPD RIJCOSX def2/J DEFGRID3
* xyz 0 3
C 1.30488 -0.37695 -0.33285
O 0.33341 0.62619 -0.02871
S -2.43633 1.00710 0.81500
S -0.70284 0.14594 1.24667
H 2.14641 -0.43772 0.30048
H 1.61998 -0.23405 -1.30084
H 0.63862 -1.32587 -0.25198
H -2.90414 0.59536 -0.44776
*
```

- <S²> = 2.009
- energy relative to the best compared isomer or geometry (same formula, charge and spin) (kJ/mol) = 267.32
- HOMO-LUMO gap (spin up / spin down) (eV) = 5.90 / 7.82
- F_max (eV Å⁻¹) = 4.1

Atom charges from the Löwdin analysis, given in e for atoms 1 to 5: C -0.1952; O -0.5981; S 0.2963; S 0.4451; H 0.0572

***

# 2
Formula: C11H18
Source: OMol25
Level of theory: ωB97M-V/def2-TZVPD

```
! wB97M-V def2-TZVPD RIJCOSX def2/J DEFGRID3
* xyz 0 1
C -0.63221 -2.14272 2.34496
C 0.18015 -2.15837 1.03707
C 1.59874 -1.89678 0.99024
C 2.24477 -1.84993 -0.21616
C 1.51551 -2.05701 -1.38948
C 0.20771 -2.44016 -1.42145
C -0.40399 -2.53379 -0.15045
H -1.04871 -1.10392 2.59442
H -0.02885 -2.16638 3.23687
H -1.42360 -2.84230 2.33455
H 2.21300 -1.80435 1.84875
H 3.33706 -1.62135 -0.31507
H 2.04455 -2.04426 -2.38277
H -0.40476 -2.66322 -2.31982
H -1.47937 -2.78913 -0.17166
C 0.75632 2.79417 -0.83932
C -0.45007 1.87558 -0.48904
C -0.83661 2.59534 0.79710
C -1.71889 1.65567 -1.36946
H 1.21423 3.25459 -0.08052
H 0.64542 3.57612 -1.50652
H 1.45505 2.15667 -1.24222
H -0.07750 0.86743 -0.31275
H -0.90209 3.67938 0.80817
H -1.76057 2.35354 1.22624
H -0.07221 2.43459 1.56862
H -1.88029 2.59424 -1.92836
H -1.60211 0.67985 -1.86186
H -2.69071 1.59650 -0.79009
*
```

- energy relative to the best compared isomer or geometry (same formula, charge and spin) (kJ/mol) = 206.33
- HOMO-LUMO gap (eV) = 9.96
- F_max (eV Å⁻¹) = 4.4
- SMILES string = Cc1ccccc1.CC(C)C

Atom charges from the Löwdin analysis, given in e for atoms 1 to 5: C -0.0483; C -0.2494; C -0.0495; C -0.1069; C -0.1358

***

# 3
Formula: C47H86BrI2N4O4SSi
Source: OMol25
Level of theory: ωB97M-V/def2-TZVPD

```
! wB97M-V def2-TZVPD RIJCOSX def2/J DEFGRID3
* xyz 1 3
C 9.45308 -6.13055 -2.11572
C 8.15074 -7.07700 -1.92580
C 6.86141 -6.12768 -2.18698
C 6.74807 -4.93823 -1.07724
N 5.35890 -4.50490 -0.79846
C 5.20947 -3.11373 -0.30632
C 5.62796 -2.87225 1.21115
I 7.75765 -2.94027 1.71170
C 4.86182 -3.85216 2.28127
C 3.78589 -3.05721 3.19261
I 6.39959 -4.58411 3.73251
C 3.58020 -3.09592 -0.12417
N 2.97288 -2.00188 -0.62890
O 1.62262 -2.03590 -0.52216
C 1.13706 -1.83437 0.83304
C 0.23729 -3.06908 1.39368
C 3.89053 -0.93603 -1.19247
S 3.40534 -0.17548 -2.85286
C 3.85465 0.13321 0.00161
C 2.71238 1.22888 -0.00406
C 1.30781 1.18603 -0.63135
C 0.24741 2.33408 -0.55812
C 0.57953 3.63884 0.24475
C -0.54789 4.78639 0.31393
C 1.97585 3.70984 0.92197
C 3.03579 2.55466 0.79643
C 5.21770 -1.88132 -1.38980
C 6.54203 -0.98195 -1.02812
C 6.62538 0.40671 -1.85027
O 7.71601 1.15563 -1.19766
Si 8.20648 2.51800 -2.15292
C 9.05959 3.74479 -0.90925
C 9.59910 1.95473 -3.34926
C 6.78213 3.48527 -2.98738
C 5.61995 -2.33137 -2.88024
C 4.76423 -3.39898 -3.66574
C 3.26934 -3.71709 -3.30639
Br 4.77450 -2.86533 -5.62453
H 9.29726 -5.48150 -3.06093
H 9.45356 -5.41046 -1.22492
H 10.41366 -6.75847 -2.18571
H 8.11119 -7.90281 -2.73395
H 8.05575 -7.51333 -0.87295
H 5.88383 -6.74105 -2.25337
H 7.04261 -5.65402 -3.22743
H 7.14428 -5.43544 -0.10170
H 7.49446 -4.08398 -1.28100
H 4.80125 -5.18744 -0.27479
H 5.27082 -1.81067 1.50192
H 4.44995 -4.79927 1.80392
H 4.04456 -3.21572 4.30895
H 2.70395 -3.40841 2.97855
H 3.78395 -1.92776 3.02821
H 2.94484 -3.92897 0.34154
H 1.93908 -1.64591 1.61855
H 0.42988 -0.91863 0.84966
H -0.88325 -2.88241 1.32618
H 0.47986 -3.15951 2.52215
H 0.59678 -4.03614 0.90652
H 2.10871 -0.67226 -3.02585
H 4.84512 0.70526 0.17689
H 3.70479 -0.47254 0.98009
H 1.00927 0.26784 -1.22935
H -0.75348 2.17559 -1.10434
H -0.04065 5.80713 0.32491
H -1.32154 4.63312 1.13852
H -1.12977 4.71146 -0.68386
H 2.27921 4.61373 1.54500
H 4.04952 2.65231 1.30834
H 6.53148 -0.62336 0.07404
H 7.51961 -1.53213 -1.23265
H 6.88802 0.27928 -2.95482
H 5.69848 1.06496 -1.75347
H 8.35949 3.90164 -0.00030
H 9.26783 4.76706 -1.36920
H 9.99624 3.22944 -0.47877
H 9.22040 1.01642 -3.90410
H 9.96523 2.78084 -4.04819
H 10.47038 1.58153 -2.68502
H 6.94818 3.47129 -4.13009
H 6.90736 4.59503 -2.68231
H 5.72878 3.17362 -2.67722
H 5.78929 -1.44761 -3.60712
H 6.68736 -2.77459 -2.77150
H 5.34504 -4.39864 -3.67037
H 2.78832 -4.26959 -4.20302
H 3.24680 -4.49532 -2.44815
H 2.56943 -2.86285 -3.05025
C -3.04561 -0.28866 -0.15493
C -4.22596 0.63587 0.24540
C -4.93235 0.07998 1.50442
C -5.82697 -1.12585 1.22880
C -6.79639 -0.83681 0.09036
C -6.08733 -0.34315 -1.18935
N -5.14834 0.78844 -0.92204
O -5.89604 1.90893 -0.71433
C -5.33287 -1.52463 -1.84384
C -7.16459 0.02404 -2.24211
C -3.53955 1.96958 0.64424
H -2.82872 -0.21971 -1.22513
H -2.12027 -0.01285 0.36100
H -3.22168 -1.33607 0.09699
H -5.55220 0.86432 1.95417
H -4.18904 -0.19167 2.26096
H -5.22036 -2.00849 1.00492
H -6.39190 -1.36953 2.13408
H -7.37604 -1.74093 -0.12509
H -7.52052 -0.08765 0.42966
H -4.75196 -1.18920 -2.70929
H -6.03468 -2.28514 -2.19904
H -4.66055 -2.04719 -1.16562
H -7.86748 0.78006 -1.88155
H -7.76590 -0.85138 -2.50462
H -6.70619 0.39723 -3.16345
H -3.02789 2.42577 -0.20873
H -2.79122 1.80599 1.42571
H -4.24517 2.69769 1.05311
C -8.07710 4.83029 1.65361
C -8.86723 3.49529 1.66401
C -10.31040 3.72829 1.15898
C -11.22191 4.40165 2.18213
C -11.17722 3.66950 3.51765
C -9.74117 3.49290 4.05580
N -8.81852 2.90580 3.03812
O -9.11041 1.57994 2.93041
C -9.20561 4.86043 4.54187
C -9.79906 2.64682 5.35364
C -8.13805 2.61948 0.61078
H -7.27121 4.82368 2.39328
H -7.59978 5.01219 0.68632
H -8.70983 5.70040 1.83720
H -10.76265 2.76815 0.88451
H -10.29380 4.32934 0.24442
H -10.94447 5.45211 2.30810
H -12.24896 4.40411 1.80316
H -11.78806 4.21427 4.24567
H -11.65436 2.68945 3.39597
H -8.15887 4.78438 4.85370
H -9.77628 5.21717 5.40466
H -9.28164 5.65201 3.79878
H -10.27041 1.67200 5.20195
H -10.38851 3.15463 6.12284
H -8.79725 2.48068 5.76237
H -7.11198 2.40547 0.91637
H -8.09760 3.12895 -0.35579
H -8.64964 1.67071 0.42901
*
```

- <S²> = 2.009
- HOMO-LUMO gap (spin up / spin down) (eV) = 5.57 / 5.84
- F_max (eV Å⁻¹) = 5.6

Atom charges from the Löwdin analysis, given in e for atoms 1 to 5: C -0.1191; C -0.2434; C -0.2011; C -0.2370; N -0.0150

***

# 4
Formula: C2H7N4OS
Source: OMol25
Level of theory: ωB97M-V/def2-TZVPD

```
! wB97M-V def2-TZVPD RIJCOSX def2/J DEFGRID3
* xyz 1 1
N -1.26056 1.54682 1.00261
N -0.64462 0.42773 0.38977
C -0.05426 0.76658 -0.78160
N 1.08998 0.30563 -1.20541
C 1.61255 -0.75424 -1.67184
O 2.84639 -0.98066 -1.83229
N -0.28849 -0.64664 1.03972
S -1.70162 -1.31879 2.07581
H -2.28845 1.40648 0.90167
H -1.16360 1.36574 2.01840
H -0.39766 1.75736 -1.14904
H 0.95242 -1.62206 -2.03035
H 3.42670 -0.19094 -1.64933
H 0.28600 -0.44983 1.92866
H -2.41478 -1.61319 0.96323
*
```

- energy relative to the best compared isomer or geometry (same formula, charge and spin) (kJ/mol) = 220.83
- HOMO-LUMO gap (eV) = 9.03
- F_max (eV Å⁻¹) = 5.9
- SMILES string = N/[N+](=C/N=C/O)NS

Atom charges from the Löwdin analysis, given in e for atoms 1 to 5: N 0.0857; N -0.3302; C -0.0379; N 0.1607; C -0.2301

***

# 5
Formula: C8H16
Source: OMol25
Level of theory: ωB97M-V/def2-TZVPD

```
! wB97M-V def2-TZVPD RIJCOSX def2/J DEFGRID3
* xyz 0 1
C 0.12267 2.09640 2.31047
C 0.07124 1.06832 1.23154
C 0.55058 -0.17286 1.10742
C 1.21901 -0.61309 2.40677
C 0.24174 -1.16879 0.02145
C 0.40062 -0.48021 -1.34464
C -0.84946 0.11333 -2.00103
C -1.40087 -0.82177 -3.12432
H -0.87645 2.31183 2.71052
H 0.93239 1.87553 3.01382
H 0.26077 3.11059 1.90070
H -0.46345 1.47525 0.36641
H 0.66275 -0.50830 3.33898
H 2.17678 -0.10727 2.57980
H 1.62761 -1.62634 2.47014
H -0.78804 -1.54595 0.14139
H 0.81693 -2.09194 0.06943
H 0.71831 -1.28714 -2.03583
H 1.31431 0.12823 -1.33665
H -0.47932 1.00327 -2.55423
H -1.63548 0.40632 -1.31657
H -1.50382 -1.79315 -2.60746
H -0.71524 -0.85869 -3.96249
H -2.40357 -0.51357 -3.38563
*
```

- energy relative to the best compared isomer or geometry (same formula, charge and spin) (kJ/mol) = 102.01
- HOMO-LUMO gap (eV) = 9.70
- F_max (eV Å⁻¹) = 3.2
- SMILES string = C/C=C(\C)CCCC

Atom charges from the Löwdin analysis, given in e for atoms 1 to 5: C -0.0988; C -0.1476; C -0.2804; C -0.0853; C -0.1643

***

F_max of number 2 (C11H18)?
4.4 eV Å⁻¹

***

The lowest F_max belongs to which entry?
C8H16